Model one:
One molecule with the formula C4H4BrNO, computed with ωB97M-V/def2-TZVPD.

Element x y z (Å)
C: 0.060 -0.299 0.000
C: -1.299 0.237 0.000
C: 0.441 -1.569 0.000
C: 0.878 0.962 0.000
N: -1.343 1.515 0.000
O: -0.090 2.025 0.000
Br: -2.846 -0.792 0.000
H: 1.480 -1.847 0.000
H: -0.286 -2.363 0.000
H: 1.503 1.066 0.892
H: 1.503 1.066 -0.892

Output
spin multiplicity	1
highest occupied orbital energy	-0.332	Ha
structure (SMILES)	C=C1CON=C1Br
LUMO	0.3	eV

Model two:
A 2-piece molecular cluster, C4H4BrNO overall, computed with ωB97M-V/def2-TZVPD.

Element x y z (Å)
C: 0.865 0.166 -0.316
C: -0.305 -0.736 -0.320
C: 0.858 1.122 0.584
C: -0.523 -1.633 -1.293
N: -0.964 1.127 1.888
O: -0.875 2.072 2.517
Br: 1.738 2.612 1.158
H: 1.509 -0.091 -1.111
H: -0.986 -0.609 0.450
H: -1.402 -2.218 -1.457
H: 0.085 -1.811 -2.101

Output
spin multiplicity	1
highest occupied orbital energy (spin up / spin down)	-0.307 / -0.316	Ha
LUMO (spin up / spin down)	-0.3 / -0.5	eV

The data favor model one; the next most stable structure lies 316.6 kJ/mol above it.